No. 1
The following is a DFT calculation (ωB97M-V/def2-TZVPD) of a molecular structure, C23H20Cl2InN7O4S2.

```
59
Properties=species:S:1:pos:R:3:forces:R:3
In -0.966 0.875 -1.344 -0.2 -0.2 -0.6
C 1.510 -0.790 5.235 0.1 0.1 -0.2
C 0.994 0.064 4.117 0.1 0.0 0.1
C -0.137 -0.497 3.300 -0.3 0.5 0.5
C -0.626 0.438 2.179 -0.2 -0.3 0.2
C -0.134 1.822 2.135 -0.2 0.3 -0.2
C 0.869 2.212 2.917 -0.5 0.3 -0.5
C 1.426 1.314 3.909 -0.1 -0.4 0.2
S -0.897 2.839 0.849 0.0 0.2 0.6
O -1.433 4.029 1.440 -0.2 0.1 0.1
O 0.175 2.995 -0.127 -0.1 0.0 -0.1
N -1.976 1.831 0.260 1.7 0.6 0.0
C -3.365 2.072 0.030 -0.9 0.1 -0.1
C -3.895 0.864 -0.798 -0.4 0.4 0.7
O -5.007 0.432 -0.587 -0.5 0.1 0.2
O -3.088 0.364 -1.663 1.2 -0.2 -0.5
H 2.200 -1.549 4.861 0.0 -0.1 0.0
H 0.683 -1.301 5.732 0.0 0.0 0.1
H 2.042 -0.187 5.969 0.0 -0.1 0.0
H -0.922 -0.853 3.979 0.0 0.0 0.0
H -1.711 0.413 2.052 0.2 -0.2 0.0
H 1.237 3.223 2.864 0.1 0.2 0.0
H 2.201 1.723 4.537 0.2 0.0 0.2
H -3.534 2.994 -0.548 -0.1 -0.2 0.1
H -3.934 2.130 0.966 0.0 0.0 -0.3
N -2.480 -2.340 -0.692 -0.2 0.0 -0.1
C -1.547 -2.056 0.219 0.5 0.1 0.3
N -1.325 -2.996 1.192 -0.3 -0.5 0.0
C -0.566 -2.681 2.194 -0.1 0.0 0.0
N -0.519 -3.513 3.251 0.1 0.1 0.1
N 0.195 -1.535 2.285 0.1 -0.2 -0.3
C 0.008 -0.577 1.165 -0.3 0.0 0.2
N -0.871 -0.945 0.118 -0.2 0.1 -0.5
C 1.322 -0.137 0.568 0.7 -0.4 0.2
C 2.554 -0.356 1.172 -0.1 0.0 0.0
C 3.698 0.111 0.542 -0.2 0.1 -0.1
C 3.576 0.782 -0.665 0.0 -0.2 0.1
C 2.313 0.915 -1.216 0.4 0.2 -0.2
N 1.231 0.454 -0.614 -0.5 0.1 0.0
H -3.056 -3.154 -0.556 0.1 0.0 0.1
H -2.855 -1.558 -1.225 -0.2 0.0 -0.1
H -1.001 -4.393 3.179 0.0 0.1 0.0
H 0.147 -3.356 3.983 0.1 -0.1 0.0
H 2.610 -0.884 2.111 0.0 0.0 0.0
H 4.671 -0.037 0.993 0.0 0.0 0.0
H 4.441 1.168 -1.181 0.0 0.0 -0.1
H 2.145 1.403 -2.167 0.0 0.1 0.0
Cl -0.631 -1.274 -2.896 0.0 -0.7 -0.1
C -0.134 -0.648 -4.421 0.2 0.3 -0.7
C 0.034 -1.560 -5.452 -0.1 -0.1 0.2
C 0.468 -1.140 -6.694 0.0 0.1 0.1
C 0.770 0.197 -6.892 0.0 0.0 0.1
C 0.596 1.099 -5.859 -0.2 -0.4 0.2
Cl 1.005 2.748 -6.101 0.1 0.3 -0.3
C 0.101 0.718 -4.596 0.0 0.1 0.2
S -0.152 1.991 -3.413 -0.2 -0.2 0.4
H -0.183 -2.598 -5.260 0.0 -0.2 0.0
H 0.584 -1.851 -7.496 0.0 -0.1 -0.1
H 1.143 0.544 -7.841 0.0 0.1 -0.1
```
Positions in Å, forces in eV/Å.

Energy above the lowest of the compared OMol25 structures with the same formula, charge and spin = 2.4757 eV
Lowest unoccupied orbital energy = -0.185 eV
M = 708.32 g mol⁻¹
Multiplicity = 1
E = -3479.70159 hartree
Kohn-Sham gap = 8.0 eV
Charge = 0

---

No. 2
The following is a DFT calculation (ωB97M-V/def2-TZVPD) of 2 unconnected molecules or ions with the total composition C3H10FN2.

```
16
Properties=species:S:1:pos:R:3:forces:R:3
C 0.091 -1.424 0.645 3.0 -1.3 2.8
C 0.850 1.049 0.249 1.3 -3.1 2.4
C -0.108 -0.015 0.813 0.8 1.4 -0.7
N -1.861 0.028 -0.735 0.7 -2.0 -0.6
N 1.650 0.665 -0.838 -2.7 3.4 -3.4
F -0.815 0.393 1.837 0.4 -0.4 -0.9
H -0.793 -1.811 0.394 -3.6 -1.8 -0.4
H 0.481 -1.994 1.573 -0.8 1.3 -1.0
H 0.725 -1.776 -0.125 1.0 0.6 -1.0
H 1.595 1.057 1.101 -1.1 0.4 0.4
H 0.304 1.941 0.264 -0.3 1.7 -0.6
H -1.568 0.627 -1.456 0.5 1.4 -0.9
H -2.420 0.500 -0.076 -1.3 0.5 0.5
H 2.391 0.065 -0.835 2.0 -1.8 1.0
H -2.361 -0.724 -1.279 0.5 0.8 1.4
H 1.838 1.417 -1.535 -0.5 -1.0 0.9
```
Positions in Å, forces in eV/Å.

Energy above the lowest of the compared OMol25 structures with the same formula, charge and spin = 2.1404 eV
Lowest unoccupied orbital energy = -5.115 eV
M = 93.12 g mol⁻¹
Multiplicity = 1
E = -329.34871 hartree
Kohn-Sham gap = 8.8 eV
Charge = +1

---

M of number 1 (C23H20Cl2InN7O4S2)?
708.32 g mol⁻¹